Molecular formula: C33H38N7O3PScSe
Method: DFT, ωB97M-V with the def2-TZVPD basis set

CARTESIAN COORDINATES (ANGSTROEM)
1 Sc -0.14276 -0.10024 -0.04886
2 N 2.19666 0.14574 -0.30105
3 C 2.48283 1.18593 -1.33799
4 C 3.73030 1.98894 -0.94565
5 C 4.04654 3.30502 -1.65230
6 C 4.09528 3.34112 -3.16790
7 N 5.08967 2.41249 -3.72973
8 C 4.97737 1.67199 -4.82878
9 N 3.82852 1.59982 -5.50633
10 N 6.01662 0.94528 -5.24248
11 C 1.20914 2.01018 -1.54331
12 O 1.20686 3.15293 -1.90042
13 O 0.10610 1.30050 -1.30066
14 H 2.55928 0.48722 0.59201
15 H 2.72632 -0.70061 -0.49800
16 H 2.62760 0.64824 -2.28215
17 H 4.58743 1.31036 -0.98330
18 H 3.61855 2.25679 0.11216
19 H 5.00739 3.65516 -1.26171
20 H 3.31829 4.05968 -1.36476
21 H 4.38228 4.34927 -3.47204
22 H 3.10950 3.14617 -3.58859
23 H 6.02392 2.49326 -3.35524
24 H 3.09266 2.26072 -5.33181
25 H 3.80127 1.12494 -6.39402
26 H 6.91992 1.04333 -4.80889
27 H 5.99657 0.47243 -6.13140
28 O -2.63696 0.17605 -1.08266
29 N -2.31727 0.35469 0.26068
30 C -3.06882 1.08954 0.98145
31 C -2.89221 1.36842 2.41153
32 C -3.99692 1.97975 3.00468
33 C -4.01676 2.26246 4.36338
34 C -2.92178 1.93515 5.14194
35 C -1.80917 1.33708 4.55895
36 C -1.76938 1.04776 3.20148
37 P -0.20248 0.38591 2.55916
38 C 1.06663 1.60018 2.97775
39 C 1.79570 1.56611 4.16584
40 C 2.71567 2.56662 4.44206
41 C 2.90747 3.60712 3.54194
42 C 2.17948 3.65238 2.35944
43 C 1.26665 2.64743 2.07508
44 C 0.12069 -1.14700 3.45295
45 C 1.41111 -1.67911 3.45556
46 C 1.65069 -2.91665 4.03041
47 C 0.60608 -3.63517 4.59808
48 C -0.67969 -3.11316 4.59292
49 C -0.92616 -1.87383 4.01857
50 H -3.29795 0.83621 -1.35598
51 H -3.95737 1.52526 0.52066
52 H -4.85710 2.23093 2.39754
53 H -4.88160 2.73684 4.80508
54 H -2.91860 2.15322 6.20087
55 H -0.95322 1.10390 5.18129
56 H 1.65338 0.75911 4.87409
57 H 3.27827 2.53911 5.36494
58 H 3.61798 4.39027 3.76854
59 H 2.30826 4.47748 1.67114
60 H 0.67382 2.72296 1.16459
61 H 2.24170 -1.12087 3.03602
62 H 2.65425 -3.31913 4.04764
63 H 0.79656 -4.59642 5.05469
64 H -1.48947 -3.66389 5.05188
65 H -1.93041 -1.46802 4.03922
66 C -2.25655 -2.82765 -3.34776
67 N -2.74660 -3.02437 -1.98960
68 C -2.04814 -2.94219 -0.85940
69 Se -0.19746 -2.64601 -0.66113
70 N -2.86425 -3.21535 0.17020
71 C -4.14266 -3.50414 -0.30489
72 C -5.31930 -3.86907 0.33810
73 C -6.41045 -4.09326 -0.47670
74 C -6.33530 -3.95711 -1.87329
75 C -5.16420 -3.59511 -2.50776
76 C -4.06668 -3.37332 -1.68375
77 H -1.19282 -2.61438 -3.30688
78 H -2.78550 -1.99579 -3.80849
79 H -2.42692 -3.73716 -3.92049
80 H -2.53036 -3.31673 1.11601
81 H -5.37940 -3.98808 1.41037
82 H -7.34847 -4.39076 -0.02991
83 H -7.21850 -4.15035 -2.46529
84 H -5.10985 -3.50459 -3.58295

As for the multiplicity: 1. The calculation puts the HOMO energy at -15.469 eV. The calculation puts the LUMO energy at -7.82 eV. The calculation puts the calculated total energy at -146728.779 eV. The value obtained for the energy above the lowest of the compared OMol25 structures with the same formula, charge and spin is 2.04 kcal per mole. As for the orbital gap: 7.647 eV. Its total charge is +3.

Molecular formula: C33H38N9O2STa
Method: DFT, ωB97M-V with the def2-TZVPD basis set

CARTESIAN COORDINATES (ANGSTROEM)
1 Ta -0.71802 0.59327 -0.38544
2 C 0.17262 -6.52821 0.96656
3 C 0.07798 -5.03405 0.92754
4 C 0.19785 -4.27203 2.07979
5 C 0.06735 -2.86408 2.10739
6 C 0.15687 -2.35969 3.45586
7 N -0.34856 -1.33351 4.06925
8 C -1.31918 -0.33984 3.59297
9 C -1.43371 0.87951 4.49954
10 C -0.16116 1.71783 4.67579
11 N 0.58488 1.79885 3.40859
12 C 1.83750 1.51688 3.29826
13 C 2.58042 1.29319 2.08797
14 C 3.96185 1.05446 2.21079
15 C 4.75832 0.67219 1.14191
16 C 6.23397 0.45369 1.29117
17 C 4.11962 0.47453 -0.07784
18 C 2.73965 0.66609 -0.24647
19 C 2.17477 0.45257 -1.55634
20 N 0.92492 0.41073 -1.88778
21 C 0.67432 0.39508 -3.36990
22 C -0.32146 -0.61838 -3.93628
23 C 0.15345 -2.06614 -3.93823
24 N 0.18590 -2.73309 -2.65627
25 C -0.27781 -2.26891 -1.60028
26 C -0.20622 -2.95426 -0.30024
27 C -0.11963 -4.34504 -0.26331
28 C -0.11130 -2.19854 0.86707
29 O -0.06495 -0.85079 0.74198
30 C 1.96830 1.12700 0.83307
31 O 0.67883 1.41701 0.66363
32 H 0.80463 -6.86360 1.78677
33 H 0.58135 -6.91977 0.03712
34 H -0.81701 -6.96696 1.10732
35 H 0.37936 -4.79079 3.01438
36 H 0.70823 -3.01658 4.12282
37 H -0.17410 -1.31415 5.07020
38 H -2.29005 -0.83769 3.53645
39 H -1.02516 -0.05542 2.58849
40 H -1.79697 0.60066 5.49106
41 H -2.21594 1.50169 4.06258
42 H 0.51981 1.28836 5.41088
43 H -0.41885 2.72468 5.00362
44 H 0.03953 2.01840 2.57535
45 H 2.37525 1.36192 4.23080
46 H 4.42425 1.18123 3.18374
47 H 6.57754 0.72513 2.28653
48 H 6.78752 1.05302 0.56824
49 H 6.48732 -0.59280 1.11776
50 H 4.70769 0.15542 -0.93211
51 H 2.90917 0.32263 -2.35073
52 H 1.63952 0.22324 -3.84935
53 H 0.37092 1.40866 -3.64055
54 H -0.47023 -0.31962 -4.97667
55 H -1.31220 -0.54403 -3.48155
56 H 1.16330 -2.14097 -4.35045
57 H -0.46878 -2.68088 -4.59254
58 H -0.82760 -1.26625 -1.61028
59 H -0.17488 -4.88518 -1.20069
60 C -3.49659 2.22600 -3.74395
61 C -2.47969 2.01548 -2.67684
62 N -2.46113 0.98630 -1.88183
63 N -3.52985 0.11070 -2.00650
64 C -3.85962 -0.67011 -0.95707
65 N -4.99775 -1.32382 -0.96929
66 S -2.74959 -0.81321 0.31839
67 C -1.45431 3.03401 -2.41105
68 C -1.45370 4.26294 -3.04495
69 C -0.50572 5.21369 -2.67763
70 C 0.40450 4.87855 -1.69565
71 C 0.33771 3.62222 -1.10769
72 N -0.57079 2.70220 -1.44094
73 H -3.79452 1.29972 -4.23631
74 H -3.10270 2.86967 -4.52441
75 H -4.38668 2.71493 -3.33183
76 H -4.23289 0.34860 -2.69454
77 H -5.67439 -1.24707 -1.71801
78 H -5.24099 -1.93012 -0.19782
79 H -2.18642 4.49775 -3.80143
80 H -0.48959 6.18763 -3.14886
81 H 1.16092 5.57755 -1.36677
82 H 1.03599 3.35906 -0.32797
83 N -2.12335 2.60665 1.81033
84 C -1.79989 1.94406 0.92267

As for the multiplicity: 1. The calculation puts the HOMO energy at -18.845 eV. The calculation puts the LUMO energy at -12.40 eV. The calculation puts the calculated total energy at -64696.186 eV. The value obtained for the energy above the lowest of the compared OMol25 structures with the same formula, charge and spin is 35.29 kcal per mole. As for the orbital gap: 6.450 eV. Its total charge is +4.

Molecular formula: C33H39As2NNaO5Si
Method: DFT, ωB97M-V with the def2-TZVPD basis set

CARTESIAN COORDINATES (ANGSTROEM)
1 Na 0.18101 0.25407 0.02880
2 O -4.80519 0.12715 -1.54945
3 C -3.57499 0.01012 -0.99195
4 O -3.22764 0.68855 -0.06581
5 C -2.74886 -1.05342 -1.65681
6 C -3.27074 -1.86418 -2.64936
7 C -2.43864 -2.82983 -3.20904
8 C -1.14147 -2.93531 -2.75714
9 C -0.70592 -2.08808 -1.73572
10 N -1.50294 -1.16280 -1.20276
11 C 0.74277 -2.22045 -1.20847
12 O 1.52902 -2.78137 -1.98645
13 O 0.94501 -1.74376 -0.06015
14 H -5.24666 0.83476 -1.05709
15 H -4.29295 -1.73774 -2.97209
16 H -2.80715 -3.48092 -3.99255
17 H -0.43241 -3.64309 -3.16395
18 C -2.72544 -2.68002 2.62500
19 As -1.33244 -1.29555 2.44603
20 C -1.90138 -0.22994 4.00229
21 C 0.16182 -2.21962 3.33460
22 C 0.00898 -3.46924 3.93613
23 C 1.08602 -4.11908 4.52524
24 C 2.33936 -3.52124 4.52296
25 C 2.50123 -2.27765 3.92942
26 C 1.43039 -1.61804 3.33168
27 As 1.66070 0.14060 2.48953
28 C 3.36611 -0.12751 1.58081
29 C 2.32703 1.07723 4.08731
30 H -2.93443 -2.94060 3.66264
31 H -2.42921 -3.57080 2.07370
32 H -3.63392 -2.28140 2.17159
33 H -1.93705 -0.83592 4.90776
34 H -2.88959 0.18871 3.79894
35 H -1.20150 0.59179 4.14188
36 H -0.95686 -3.95672 3.94333
37 H 0.94657 -5.09277 4.97977
38 H 3.18656 -4.02398 4.97344
39 H 3.48345 -1.82029 3.92182
40 H 3.26429 -1.00332 0.93963
41 H 4.19032 -0.25263 2.28137
42 H 3.54778 0.75125 0.95726
43 H 3.23060 0.60535 4.47278
44 H 1.55718 1.05682 4.85874
45 H 2.54662 2.11379 3.82201
46 C 0.24920 3.95497 -3.06133
47 C 1.05981 4.58010 -1.91624
48 C 1.99286 5.65612 -2.47911
49 C 0.08906 5.23423 -0.91922
50 Si 1.95226 3.15073 -0.99525
51 O 0.92645 2.15173 -0.34181
52 C 3.12233 2.25475 -2.20427
53 C 4.11367 2.85249 -2.99690
54 C 4.92252 2.09754 -3.84106
55 C 4.76113 0.71640 -3.91476
56 C 3.78795 0.09551 -3.14065
57 C 2.98362 0.86107 -2.30385
58 C 3.05903 3.94246 0.34608
59 C 4.43515 4.17792 0.22939
60 C 5.17497 4.72358 1.27588
61 C 4.55332 5.04271 2.47642
62 C 3.19086 4.80300 2.62724
63 C 2.45862 4.25712 1.57779
64 H -0.34798 4.72180 -3.57748
65 H -0.43440 3.18837 -2.67830
66 H 0.90397 3.48260 -3.80207
67 H 1.40637 6.48284 -2.90486
68 H 2.62668 5.26286 -3.27948
69 H 2.64138 6.07488 -1.70146
70 H -0.54202 5.97677 -1.43027
71 H 0.62963 5.75368 -0.11999
72 H -0.56217 4.48300 -0.45915
73 H 4.26400 3.92731 -2.96132
74 H 5.67938 2.58772 -4.44301
75 H 5.39078 0.12946 -4.57288
76 H 3.64846 -0.97954 -3.17501
77 H 2.23543 0.36186 -1.69999
78 H 4.94636 3.91172 -0.69023
79 H 6.24051 4.88657 1.15721
80 H 5.12731 5.46203 3.29484
81 H 2.70254 5.03466 3.56858
82 H 1.40298 4.03659 1.71633

As for the multiplicity: 1. The calculation puts the HOMO energy at -5.429 eV. The calculation puts the LUMO energy at 1.98 eV. The calculation puts the calculated total energy at -180559.253 eV. The value obtained for the energy above the lowest of the compared OMol25 structures with the same formula, charge and spin is 0.00 kcal per mole. As for the orbital gap: 7.408 eV. Its total charge is -1.

Molecular formula: C33H39AsHfN3O5Si2
Method: DFT, ωB97M-V with the def2-TZVPD basis set

CARTESIAN COORDINATES (ANGSTROEM)
1 Hf 0.48318 -0.05112 1.40853
2 O -3.24768 -0.09023 2.87152
3 C -3.49120 1.26057 3.09861
4 C -4.80430 1.65380 3.29011
5 C -5.08231 2.98156 3.56881
6 C -4.05502 3.91142 3.67013
7 C -2.74673 3.51478 3.46246
8 C -2.44848 2.18803 3.15741
9 C -1.07677 1.78572 2.79151
10 O -0.76238 0.48500 2.96259
11 N -0.26894 2.60551 2.21038
12 N 0.84739 1.88449 1.73677
13 C 2.14884 2.26141 1.99325
14 C 2.97182 1.20717 2.32873
15 C 4.35005 1.33954 2.72112
16 C 5.04002 0.27811 3.18384
17 C 4.41225 -1.00559 3.27000
18 C 3.13203 -1.12288 2.86343
19 N 2.38634 -0.07450 2.38230
20 H -2.43937 -0.29555 3.38100
21 H -5.58718 0.90805 3.24379
22 H -6.10744 3.28880 3.73173
23 H -4.27635 4.94394 3.90478
24 H -1.93463 4.22854 3.50813
25 H 2.42485 3.30236 2.09646
26 H 4.80419 2.31993 2.65483
27 H 6.06840 0.39378 3.50022
28 H 4.94503 -1.86747 3.64357
29 H 2.62665 -2.08207 2.88425
30 O -1.59954 -0.30782 0.43259
31 C -1.49568 -1.52845 -0.37324
32 C 0.03444 -1.39046 -0.67803
33 O 0.90077 -1.98120 -0.01313
34 O 0.29991 -0.35205 -1.39705
35 C -1.83947 -2.71100 0.51983
36 C -1.26092 -2.88107 1.78580
37 C -1.65816 -3.89590 2.63281
38 C -2.64557 -4.78822 2.22321
39 C -3.21817 -4.64533 0.97607
40 C -2.82378 -3.61057 0.13278
41 C -2.29934 -1.41861 -1.64278
42 C -1.92391 -2.16975 -2.75043
43 C -2.66382 -2.10502 -3.91988
44 C -3.78231 -1.28476 -3.98597
45 C -4.15697 -0.53311 -2.88237
46 C -3.41655 -0.59845 -1.70959
47 H -2.37976 -0.30761 1.04636
48 H -0.45277 -2.24862 2.18615
49 H -1.19560 -3.99870 3.60523
50 H -2.96034 -5.58723 2.88146
51 H -3.98870 -5.33112 0.64991
52 H -3.30036 -3.50186 -0.83113
53 H -1.05485 -2.81971 -2.70426
54 H -2.36916 -2.69268 -4.77979
55 H -4.36069 -1.23039 -4.89895
56 H -5.02742 0.10790 -2.93207
57 H -3.71514 -0.00286 -0.85595
58 C 4.31275 -1.92975 -1.06576
59 Si 3.50957 -0.78816 -2.29823
60 C 4.71803 0.41102 -3.06815
61 C 2.45457 -1.69058 -3.54756
62 As 2.03066 0.59135 -1.01551
63 Si 1.25526 2.44918 -2.31051
64 C 0.96625 1.83591 -4.05249
65 C -0.33573 2.96483 -1.48998
66 C 2.62482 3.70548 -2.16675
67 H 5.06110 -2.55578 -1.55905
68 H 3.57262 -2.58229 -0.59880
69 H 4.81010 -1.36927 -0.27074
70 H 5.54559 -0.13595 -3.52863
71 H 5.15350 1.08323 -2.32520
72 H 4.24850 1.02028 -3.84293
73 H 3.07960 -2.40275 -4.09410
74 H 2.00017 -1.01082 -4.27104
75 H 1.65559 -2.25873 -3.06651
76 H 0.28433 0.98250 -4.06012
77 H 1.89472 1.54174 -4.54578
78 H 0.50852 2.62976 -4.64985
79 H -1.05539 2.14265 -1.47362
80 H -0.78374 3.78459 -2.05965
81 H -0.18136 3.30275 -0.46310
82 H 3.50453 3.41820 -2.74673
83 H 2.93078 3.84884 -1.12852
84 H 2.27621 4.67333 -2.53849

As for the multiplicity: 1. The calculation puts the HOMO energy at -8.849 eV. The calculation puts the LUMO energy at -3.30 eV. The calculation puts the calculated total energy at -127459.926 eV. As for the orbital gap: 5.548 eV. Its total charge is +1.